Below is a 5-piece molecular cluster, C7H17BrN2O5 overall in a non-equilibrium geometry, with properties calculated with ωB97M-V/def2-TZVPD.

Values from the calculation:
Spin multiplicity: 1
Charge: 0
ΔE to the lowest compared entry with this formula, charge and spin (kcal per mole): 149.2
Kohn-Sham gap (eV): 3.75

Each line ends with the natural charge from an NBO analysis.
Cartesian coordinates (Å):
C (11.56, 4.70, 5.88)  -0.7274
C (11.55, 4.40, 4.36)  0.7069
O (11.21, 3.35, 3.91)  -0.5478
N (11.77, 5.54, 3.42)  -0.6760
H (12.44, 5.36, 2.70)  0.3913
H (11.95, 12.49, 6.47)  0.1970
C (11.78, 6.91, 3.75)  -0.4325
H (12.57, 4.90, 6.13)  0.2288
H (11.34, 3.75, 6.38)  0.2411
H (10.82, 5.44, 6.15)  0.2347
H (12.34, 7.38, 4.63)  0.1805
H (10.78, 7.34, 3.87)  0.1831
H (12.04, 7.53, 2.82)  0.2166
C (4.32, 13.96, 5.54)  -0.7128
C (5.71, 13.77, 4.90)  0.6721
O (5.94, 12.73, 4.36)  -0.6175
N (6.64, 14.75, 5.00)  -0.6358
H (4.60, 8.88, 5.28)  0.5232
H (6.32, 15.73, 5.15)  0.3971
C (7.96, 14.49, 4.44)  -0.4276
H (3.65, 14.58, 4.94)  0.2285
H (4.42, 14.37, 6.57)  0.2192
H (3.86, 12.99, 5.55)  0.2399
H (8.75, 15.04, 5.04)  0.2054
H (7.86, 14.64, 3.32)  0.2071
H (8.23, 13.47, 4.65)  0.2242
Br (13.90, 11.68, 3.53)  -0.1960
O (7.17, 7.74, 4.14)  -0.6603
C (5.94, 8.18, 4.25)  0.9613
O (5.12, 7.92, 3.38)  -0.6369
O (5.70, 8.90, 5.31)  -0.6797
H (7.78, 8.25, 4.67)  0.4921



Below is C38H56BaN7O3Si3 as an isolated structure in a non-equilibrium geometry, with properties calculated with ωB97M-V/def2-TZVPD.

Values from the calculation:
Spin multiplicity: 1
Charge: -1
ΔE to the lowest compared entry with this formula, charge and spin (kcal per mole): 29.4
Kohn-Sham gap (eV): 5.61

Each line ends with the Löwdin charge.
Cartesian coordinates (Å):
Ba (-0.36, 0.62, 0.39)  1.9498
C (-1.08, 4.48, 2.32)  -0.0162
C (-0.36, 4.20, 1.03)  -0.3222
C (-0.58, 4.98, -0.11)  -0.0307
C (0.14, 4.72, -1.26)  -0.0456
C (1.11, 3.72, -1.25)  -0.0221
C (1.30, 3.01, -0.07)  -0.3185
N (0.54, 3.22, 1.02)  0.0625
C (2.47, 2.05, 0.11)  -0.2906
C (3.74, 2.55, -0.05)  -0.0430
C (4.79, 1.74, 0.43)  -0.0786
C (4.55, 0.52, 0.99)  -0.0391
C (3.22, -0.01, 1.00)  -0.2434
N (2.23, 0.82, 0.57)  -0.0630
C (2.89, -1.33, 1.38)  -0.2674
C (3.78, -2.12, 2.16)  -0.1097
C (3.29, -3.11, 2.95)  -0.1221
C (1.86, -3.14, 3.12)  -0.0860
C (1.03, -2.48, 2.30)  -0.2853
C (-0.42, -2.31, 2.67)  -0.0667
N (1.59, -1.93, 1.05)  -0.1167
H (-0.74, 5.44, 2.73)  0.0866
H (-0.85, 3.69, 3.04)  0.0705
H (-2.16, 4.53, 2.17)  0.0613
H (-1.33, 5.77, -0.09)  0.1086
H (-0.04, 5.29, -2.16)  0.1096
H (1.69, 3.47, -2.12)  0.1038
H (3.92, 3.54, -0.44)  0.1005
H (5.81, 2.10, 0.38)  0.0990
H (5.37, -0.06, 1.40)  0.0922
H (4.85, -1.91, 2.17)  0.0958
H (3.93, -3.73, 3.56)  0.0791
H (1.44, -3.61, 4.01)  0.1063
H (-0.98, -3.24, 2.62)  0.0620
H (-0.99, -1.64, 2.02)  0.0063
H (-0.54, -1.92, 3.68)  0.0676
C (0.05, 0.75, 4.59)  -0.0372
C (-1.35, 1.14, 4.17)  -0.3709
C (-2.28, 1.54, 5.12)  -0.0771
C (-3.53, 1.96, 4.65)  -0.0968
C (-3.78, 2.04, 3.30)  -0.0515
C (-2.76, 1.70, 2.36)  -0.5231
N (-1.59, 1.17, 2.86)  -0.0011
N (-2.83, 1.84, 1.04)  -0.1597
Si (-4.09, 2.54, 0.12)  0.3468
C (-5.69, 1.55, 0.16)  -0.1756
C (-3.53, 2.61, -1.67)  -0.1627
C (-4.47, 4.32, 0.63)  -0.1797
H (0.05, -0.07, 5.32)  0.0767
H (0.54, 1.60, 5.05)  0.0803
H (0.65, 0.44, 3.73)  0.0642
H (-2.04, 1.51, 6.17)  0.0955
H (-4.30, 2.25, 5.36)  0.0976
H (-4.74, 2.39, 2.95)  0.0808
H (-5.50, 0.53, -0.19)  0.0246
H (-6.44, 2.00, -0.49)  0.0231
H (-6.11, 1.47, 1.17)  0.0188
H (-3.70, 1.65, -2.17)  0.0195
H (-2.46, 2.84, -1.74)  0.0176
H (-4.08, 3.38, -2.22)  0.0291
H (-4.53, 4.45, 1.71)  0.0139
H (-5.44, 4.62, 0.20)  0.0240
H (-3.71, 5.00, 0.24)  0.0090
C (3.19, -3.94, -2.58)  -0.1975
Si (3.14, -2.59, -1.26)  0.5260
C (2.77, -1.02, -2.20)  -0.1545
C (4.91, -2.61, -0.63)  -0.1728
C (1.83, -3.05, 0.07)  -0.3464
Si (0.37, -3.95, -0.77)  0.5232
C (-0.19, -3.20, -2.42)  -0.1605
C (0.93, -5.73, -1.06)  -0.1820
C (-1.20, -4.12, 0.22)  -0.1766
H (4.01, -3.67, -3.25)  0.0316
H (2.28, -4.01, -3.19)  0.0128
H (3.42, -4.93, -2.18)  0.0271
H (3.69, -0.48, -2.40)  0.0506
H (2.10, -0.33, -1.69)  0.0012
H (2.32, -1.24, -3.17)  0.0279
H (5.57, -2.83, -1.48)  0.0282
H (5.05, -3.39, 0.13)  0.0352
H (5.21, -1.66, -0.20)  0.0077
H (2.31, -3.87, 0.62)  0.0760
H (0.46, -2.41, -2.81)  0.0112
H (-1.19, -2.78, -2.31)  0.0171
H (-0.24, -4.00, -3.17)  0.0364
H (1.39, -5.90, -2.03)  0.0100
H (0.04, -6.37, -1.00)  0.0262
H (1.62, -6.06, -0.28)  0.0344
H (-1.74, -3.20, 0.45)  0.0096
H (-1.05, -4.68, 1.14)  0.0343
H (-1.86, -4.72, -0.42)  0.0402
O (-3.39, -1.34, 0.94)  -0.0804
H (-3.50, -0.46, 1.33)  0.0019
H (-3.09, -1.14, 0.04)  -0.0114
C (0.68, 0.77, -5.92)  -0.0310
N (-0.11, 0.50, -4.74)  -0.0548
C (-1.31, -0.15, -4.82)  -0.0637
C (-2.02, -0.42, -3.71)  -0.0097
C (-1.45, -0.06, -2.43)  -0.5937
O (-2.03, -0.39, -1.36)  -0.2499
N (-0.29, 0.62, -2.37)  0.0577
C (0.40, 0.93, -3.50)  -0.5278
O (1.46, 1.56, -3.52)  0.0119
H (0.12, 0.48, -6.80)  0.0809
H (1.62, 0.22, -5.89)  0.0918
H (0.92, 1.83, -5.98)  0.0878
H (-1.63, -0.42, -5.81)  0.1205
H (-2.97, -0.94, -3.74)  0.1126



Below is a 2-piece molecular cluster, C5H8NPS overall in a non-equilibrium geometry, with properties calculated with ωB97M-V/def2-TZVPD.

Values from the calculation:
Spin multiplicity: 1
Charge: 0
ΔE to the lowest compared entry with this formula, charge and spin (kcal per mole): 63.2
Kohn-Sham gap (eV): 8.72

Each line ends with the natural charge from an NBO analysis.
Cartesian coordinates (Å):
C (2.82, 0.96, 0.06)  -0.0603
C (3.40, -0.29, -0.03)  -0.4210
C (1.00, -0.10, -0.23)  0.0510
C (-1.43, 0.68, 0.11)  -0.6327
C (-0.40, -0.30, -0.38)  -0.3854
N (1.51, 1.07, -0.12)  -0.4252
P (-0.78, -2.04, 0.05)  0.3363
S (2.14, -1.53, -0.09)  0.3355
H (3.27, 1.94, -0.06)  0.2160
H (4.38, -0.75, 0.21)  0.2479
H (-2.42, 0.48, -0.04)  0.2199
H (-1.31, 0.81, 1.16)  0.2145
H (-1.15, 1.58, -0.42)  0.2271
H (-0.74, -0.49, -1.95)  0.1519
H (-2.10, -2.05, 0.23)  -0.0311
H (-0.76, -1.73, 1.45)  -0.0443



| no. | LUMO energy (hartree) |
| --- | --- |
| 1 | -0.2068 |
| 2 | 0.0823 |
| 3 | -0.0027 |